Record 1
DFT (ωB97M-V/def2-TZVPD) results for C49H42CdCl5NO7P2 as an isolated structure.

Results
Lowest unoccupied orbital energy   -0.4 eV
Frontier orbital gap   7.40 eV
Highest occupied orbital energy   -7.831 eV
Maximum force   0.6 eV/Å
ΔE to the lowest compared entry with this formula, charge and spin   0.00 kJ/mol
Electronic energy   -5625.40002 a.u.
M   1108.500 Da

Atoms and positions in Å:
Cd (-0.71033, -1.37474, 0.13323)
O (1.40867, -0.44895, 0.58910)
P (1.91181, 0.61078, 1.51819)
C (1.18062, 2.25176, 1.12309)
P (-0.63718, 2.09244, 1.35701)
O (-1.02231, 0.66653, 1.55288)
C (-1.49503, 2.85779, -0.02972)
C (-1.14633, 4.09079, -0.57756)
C (-1.93218, 4.65391, -1.56898)
C (-3.05792, 3.98178, -2.02891)
C (-3.39413, 2.74416, -1.50124)
C (-2.61959, 2.18060, -0.49659)
C (-1.03195, 3.05651, 2.82747)
C (-0.89130, 4.44142, 2.89096)
C (-1.21162, 5.11476, 4.05867)
C (-1.67694, 4.40695, 5.16174)
C (-1.82124, 3.02890, 5.09868)
C (-1.49909, 2.34961, 3.93182)
C (3.69941, 0.77694, 1.29719)
C (4.24724, 0.15211, 0.17683)
C (5.61290, 0.22232, -0.06107)
C (6.43530, 0.90582, 0.82367)
C (5.89550, 1.51588, 1.94839)
C (4.53148, 1.45200, 2.18748)
C (1.57192, 0.35046, 3.26086)
C (1.78673, 1.35203, 4.20931)
C (1.45956, 1.12289, 5.53574)
C (0.89019, -0.08884, 5.90954)
C (0.65847, -1.07930, 4.96402)
C (1.01345, -0.86790, 3.63929)
H (1.39988, 2.47373, 0.07691)
H (1.59973, 3.03611, 1.75394)
H (-0.25695, 4.61276, -0.23887)
H (-1.66325, 5.61572, -1.98790)
H (-3.66546, 4.42341, -2.80985)
H (-4.26517, 2.21280, -1.86513)
H (-2.89709, 1.22904, -0.05818)
H (-0.53892, 5.00069, 2.03171)
H (-1.10535, 6.19060, 4.10895)
H (-1.92936, 4.93621, 6.07241)
H (-2.18287, 2.47848, 5.95774)
H (-1.60554, 1.27084, 3.86805)
H (3.59859, -0.40932, -0.48410)
H (6.03647, -0.26742, -0.92902)
H (7.50309, 0.95195, 0.64597)
H (6.54201, 2.03319, 2.64571)
H (4.12336, 1.91701, 3.07605)
H (2.18815, 2.31724, 3.91887)
H (1.62183, 1.90063, 6.27259)
H (0.60588, -0.25374, 6.94185)
H (0.16086, -2.00221, 5.23194)
H (0.79878, -1.62881, 2.89867)
C (-4.07820, -0.10611, 2.69605)
C (-3.51102, -1.33227, 1.99914)
C (-4.51647, -2.47570, 1.95639)
O (-3.16516, -0.95249, 0.64318)
C (-2.26065, -1.87232, 2.76002)
O (-2.33886, -1.92368, 3.98695)
O (-1.29507, -2.28511, 2.03784)
H (-5.07912, 0.12158, 2.32027)
H (-3.42706, 0.74980, 2.50694)
H (-4.11882, -0.28729, 3.76821)
H (-5.46734, -2.14154, 1.53031)
H (-4.69492, -2.83721, 2.96860)
H (-4.12202, -3.30474, 1.36166)
H (-3.69609, -1.47373, 0.03258)
C (3.18666, -1.13844, -3.96373)
O (1.83980, -1.08080, -4.40356)
C (1.10621, -2.21493, -4.36017)
C (1.59232, -3.42451, -3.87553)
C (0.84972, -4.58566, -4.00487)
C (-0.39605, -4.54947, -4.61137)
C (-0.91762, -3.33434, -5.01119)
C (-0.19699, -2.15403, -4.86760)
N (-0.77778, -0.97507, -5.39979)
C (-0.55284, 0.32487, -5.19700)
C (0.13074, 0.98429, -4.19515)
C (0.70400, 2.24598, -4.55415)
C (1.65062, 2.84209, -3.79056)
C (2.07100, 2.20141, -2.58484)
C (1.48039, 1.06314, -2.14425)
C (0.39517, 0.43168, -2.86915)
O (-0.24274, -0.52367, -2.38327)
H (3.60842, -0.16102, -4.17845)
H (3.74553, -1.90611, -4.50336)
H (3.24447, -1.32852, -2.88936)
H (2.56830, -3.46513, -3.41344)
H (1.25291, -5.51990, -3.63458)
H (-0.96511, -5.45730, -4.75568)
H (-1.91073, -3.28833, -5.44654)
H (-1.44300, -1.17589, -6.12814)
H (-0.92729, 0.93826, -6.01380)
H (0.41835, 2.68382, -5.50676)
H (2.10314, 3.77752, -4.09280)
H (2.88401, 2.64390, -2.01675)
H (1.78751, 0.56131, -1.23550)
Cl (1.67424, -3.77088, 0.21424)
C (0.20590, -4.27979, -0.55781)
C (-0.76636, -3.32252, -0.84259)
C (-1.91036, -3.80247, -1.46870)
Cl (-3.14235, -2.66625, -1.96364)
C (-2.12395, -5.14665, -1.75550)
Cl (-3.58936, -5.67530, -2.50145)
C (-1.12631, -6.06740, -1.45988)
Cl (-1.33409, -7.73008, -1.86227)
C (0.05684, -5.63007, -0.86941)
Cl (1.31267, -6.76122, -0.52915)

These are the Löwdin partial charges, in e, on atoms 1 to 6: Cd 1.431; O -0.446; P 0.749; C -0.256; P 0.754; O -0.374

Record 2
DFT (ωB97M-V/def2-TZVPD) results for a 2-piece molecular cluster, C7H18 overall at a distorted geometry.

Results
Lowest unoccupied orbital energy   1.1 eV
Frontier orbital gap   11.87 eV
Highest occupied orbital energy   -10.795 eV
Maximum force   2.8 eV/Å
SMILES   CC(C)C.CCC
ΔE to the lowest compared entry with this formula, charge and spin   104.28 kJ/mol
Electronic energy   -277.45869 a.u.
M   102.221 Da

Atoms and positions in Å:
C (1.21401, 2.94316, 0.21894)
C (1.46144, 1.67878, 1.14406)
C (-0.22669, 3.03070, -0.21181)
H (1.58925, 3.74380, 0.85400)
H (1.95394, 2.76131, -0.56172)
H (0.51260, 1.43314, 1.61611)
H (2.18750, 1.92630, 1.92129)
H (-0.72481, 2.07542, -0.29025)
H (-0.84730, 3.64384, 0.42830)
H (1.88396, 0.82132, 0.62088)
H (-0.35184, 3.33771, -1.26076)
C (-0.61420, -1.82110, 0.04844)
C (-1.93798, -2.59764, -0.08971)
C (0.58903, -2.76251, -0.27566)
C (-0.48177, -0.55354, -0.84380)
H (-0.46447, -1.37191, 1.03700)
H (-1.88277, -3.37307, 0.66506)
H (0.86863, -2.58239, -1.31362)
H (1.44479, -2.47884, 0.32816)
H (0.34030, -3.79980, -0.07262)
H (-0.64591, 0.42873, -0.43806)
H (0.58549, -0.52697, -1.08110)
H (-1.13560, -0.59566, -1.72188)
H (-2.19980, -2.97862, -1.07245)
H (-2.70133, -1.87072, 0.20525)

These are the natural (NBO) partial charges, in e, on atoms 1 to 6: C -0.411; C -0.601; C -0.619; H 0.205; H 0.203; H 0.197

Record 3
DFT (ωB97M-V/def2-TZVPD) results for C41H52CrN5O2SSi2Te as an isolated structure at a distorted geometry.

Results
Multiplicity   5
Lowest unoccupied orbital energy (spin up / spin down)   1.5 / 1.5 eV
Frontier orbital gap (spin up / spin down)   3.17 / 5.99 eV
<S²>   6.09
Net charge   -1
Highest occupied orbital energy (spin up / spin down)   -1.642 / -4.467 eV
Maximum force   2.9 eV/Å
ΔE to the lowest compared entry with this formula, charge and spin   3.16 kJ/mol
Electronic energy   -4307.57732 a.u.
M   914.735 Da

Atoms and positions in Å:
Cr (0.69211, 0.89639, -1.50186)
C (4.02663, -0.82197, -3.58275)
C (3.16006, -0.23346, -2.50526)
O (2.06371, 0.36635, -2.84877)
C (3.69375, -0.32794, -1.20424)
C (3.13287, 0.15005, 0.03265)
C (3.78417, -0.29659, 1.30533)
N (2.12329, 1.03080, 0.01886)
N (1.76611, 1.78640, 1.09192)
C (0.54624, 2.30169, 1.01815)
O (-0.25310, 2.12821, 0.01209)
C (0.11077, 3.10500, 2.19341)
C (0.87879, 3.13793, 3.36787)
C (0.34268, 3.71474, 4.52793)
C (-0.92669, 4.31441, 4.51246)
C (-1.65021, 4.31157, 3.33100)
C (-1.15997, 3.66436, 2.19062)
H (3.46489, -0.75469, -4.52678)
H (4.28073, -1.87770, -3.35395)
H (4.98344, -0.29106, -3.66375)
H (4.57760, -0.96707, -1.15235)
H (4.80228, 0.09255, 1.40209)
H (3.82913, -1.40896, 1.31267)
H (3.16903, 0.06035, 2.13630)
H (1.83790, 2.66156, 3.34791)
H (0.93867, 3.72760, 5.45745)
H (-1.37308, 4.72704, 5.42718)
H (-2.61327, 4.83158, 3.32975)
H (-1.76289, 3.51211, 1.30182)
C (-2.32015, -2.01380, -2.96040)
C (-2.89828, -1.23278, -3.96372)
C (-2.50973, 0.10539, -4.10561)
C (-1.52819, 0.64658, -3.28301)
C (-0.93332, -0.13483, -2.29725)
C (-1.35141, -1.42161, -2.09642)
C (-1.10240, 2.02510, -3.45782)
C (-1.79129, 2.92048, -4.32547)
C (-1.41080, 4.25539, -4.32508)
C (-0.31413, 4.66149, -3.51581)
C (0.02243, 6.01890, -3.34563)
C (1.12427, 6.39897, -2.59239)
C (1.92988, 5.40813, -1.97764)
C (1.58783, 4.05284, -2.05913)
C (0.43772, 3.65757, -2.79971)
N (0.01706, 2.36508, -2.78711)
H (-2.59241, -3.04723, -2.80171)
H (-3.70189, -1.59901, -4.60201)
H (-2.89957, 0.70060, -4.89902)
H (-0.95199, -2.00916, -1.27141)
H (-2.65790, 2.59575, -4.84260)
H (-1.92085, 5.00269, -4.91810)
H (-0.56484, 6.72573, -3.91903)
H (1.33719, 7.46438, -2.41629)
H (2.80539, 5.71409, -1.40568)
H (2.14637, 3.29399, -1.48677)
C (1.46430, -5.07616, -4.30717)
C (2.31264, -4.73857, -3.14698)
C (3.64462, -5.04551, -3.07942)
C (4.31596, -4.77180, -1.87615)
N (3.71641, -4.06717, -0.88129)
C (2.41223, -3.78137, -0.91928)
S (1.49027, -3.12705, 0.37120)
N (1.74229, -4.05703, -2.08232)
C (5.70314, -5.21609, -1.59303)
H (2.04555, -5.67752, -5.02273)
H (1.13356, -4.12101, -4.80021)
H (0.56921, -5.65522, -3.99859)
H (4.12751, -5.51177, -3.92002)
H (0.76082, -3.77947, -2.13098)
H (5.98347, -5.99678, -2.33393)
H (5.77038, -5.66095, -0.57619)
H (6.43716, -4.39625, -1.66270)
C (-4.55425, 0.02366, -0.82320)
Si (-4.58563, -0.49412, 1.00681)
C (-6.12133, 0.18478, 1.90558)
C (-4.48794, -2.40537, 1.11834)
C (-3.03596, 0.20468, 1.95679)
Te (-1.18276, -0.85813, 1.76482)
C (-1.03444, -1.94216, 3.56463)
Si (-0.40768, -1.00641, 5.10413)
C (-0.34648, -2.37766, 6.43168)
C (-1.56488, 0.43605, 5.55490)
C (1.34036, -0.29199, 4.77211)
H (-4.25794, -0.86195, -1.44372)
H (-3.86711, 0.83340, -1.07961)
H (-5.58247, 0.31396, -1.15902)
H (-7.04458, -0.12725, 1.38177)
H (-6.12835, 1.28772, 2.01628)
H (-6.17044, -0.23710, 2.93905)
H (-5.50628, -2.84202, 0.95059)
H (-4.15456, -2.74881, 2.11269)
H (-3.78002, -2.80830, 0.35160)
H (-3.20468, 0.36517, 3.03331)
H (-2.79323, 1.19648, 1.54219)
H (-0.33240, -2.73546, 3.28460)
H (-2.03697, -2.45768, 3.71967)
H (-1.32395, -2.55477, 6.91162)
H (0.37659, -2.07016, 7.22857)
H (0.01742, -3.33041, 5.98915)
H (-2.64982, 0.18136, 5.50581)
H (-1.38073, 1.34025, 4.96433)
H (-1.36284, 0.68471, 6.61785)
H (2.13769, -1.06603, 4.72093)
H (1.59039, 0.39523, 5.61445)
H (1.38107, 0.35207, 3.87820)

These are the Löwdin partial charges, in e, on atoms 1 to 6: Cr 0.901; C -0.035; C -0.443; O -0.130; C -0.051; C -0.312

Q: Which of these has the highest maximum force?
A: C41H52CrN5O2SSi2Te

Q: The highest M belongs to which entry?
A: C49H42CdCl5NO7P2

Q: What is the maximum force in the third record?
A: 2.9 eV/Å

Q: Look up the maximum force of the second one.
A: 2.8 eV/Å